Entry from OMol25: C2H4ClN as an isolated structure (the ωB97M-V functional and the def2-TZVPD basis).

LUMO energy (spin up / spin down)   0.69 / -3.69 eV
E_HOMO (spin up / spin down)   -4.03 / -11.18 eV
Relative energy (zero: lowest compared OMol25 entry of this formula, charge and spin)   4.319 eV
Orbital gap (spin up / spin down)   4.72 / 7.48 eV

The geometry in ORCA input format:
```
! wB97M-V def2-TZVPD RIJCOSX def2/J DEFGRID3
* xyz 0 3
C -0.441 -0.697 -0.449
C 0.512 0.132 0.426
N -0.802 0.578 0.196
Cl 1.979 0.718 -0.252
H -0.072 -0.595 -1.463
H -1.068 -1.369 -0.029
H 0.824 -0.367 1.704
H -0.933 1.599 -0.133
*
```

These are the Mulliken partial charges, in e, on atoms 1 to 5:
1 C -0.391
2 C -0.559
3 N -0.256
4 Cl -0.136
5 H 0.262

=====

Entry from OMol25: CH2Br3Ca2F4O5P2 as an isolated structure (the ωB97M-V functional and the def2-TZVPD basis).

LUMO energy   -5.00 eV
E_HOMO   -12.72 eV
Relative energy (zero: lowest compared OMol25 entry of this formula, charge and spin)   0.194 eV
Orbital gap   7.71 eV

The geometry in ORCA input format:
```
! wB97M-V def2-TZVPD RIJCOSX def2/J DEFGRID3
* xyz 1 1
Ca 17.227 9.819 0.694
Ca 15.614 9.091 -2.197
O 17.463 8.509 -1.128
H 18.409 8.491 -1.330
O 16.675 11.118 -2.792
P 17.722 11.852 -2.014
O 18.272 11.164 -0.818
F 17.170 13.223 -1.616
F 18.867 12.253 -2.937
O 14.929 7.431 -0.773
P 15.354 6.994 0.605
O 16.233 7.873 1.424
F 16.027 5.640 0.447
F 14.079 6.642 1.367
C 18.909 9.910 -5.457
Br 20.588 10.799 -5.710
Br 19.067 8.529 -4.104
Br 18.249 9.153 -7.089
H 18.203 10.640 -5.091
*
```

These are the Mulliken partial charges, in e, on atoms 1 to 5:
1 Ca 1.625
2 Ca 1.632
3 O -0.737
4 H 0.071
5 O -0.675

=====

Entry from OMol25: a 2-piece molecular cluster, C4H3F5O2S overall (the ωB97M-V functional and the def2-TZVPD basis).

SMILES string   FC#CC(F)(F)F.CS(=O)(=O)F
LUMO energy   0.42 eV
E_HOMO   -11.03 eV
Relative energy (zero: lowest compared OMol25 entry of this formula, charge and spin)   1.966 eV
Orbital gap   11.45 eV

The geometry in ORCA input format:
```
! wB97M-V def2-TZVPD RIJCOSX def2/J DEFGRID3
* xyz 0 1
F 1.871 3.265 -4.102
C 1.046 2.310 -4.155
C 0.175 1.514 -4.429
C -0.993 0.674 -4.474
F -2.035 1.436 -4.782
F -0.914 -0.316 -5.353
F -1.294 0.110 -3.228
C 0.865 0.381 1.397
S 0.117 1.503 0.040
O -1.262 1.734 0.223
O 0.615 1.319 -1.264
F 0.906 2.819 0.651
H 0.173 0.447 2.231
H 1.258 -0.616 1.206
H 1.696 0.865 1.625
*
```

These are the Mulliken partial charges, in e, on atoms 1 to 5:
1 F -0.231
2 C 0.728
3 C -0.557
4 C 0.752
5 F -0.234

=====

Entry from OMol25: one molecule with the formula C3H4S3 (the ωB97M-V functional and the def2-TZVPD basis).

SMILES string   S=C(S)[C@@H]1CS1
LUMO energy   -0.41 eV
E_HOMO   -8.75 eV
Relative energy (zero: lowest compared OMol25 entry of this formula, charge and spin)   1.854 eV
Orbital gap   8.35 eV

The geometry in ORCA input format:
```
! wB97M-V def2-TZVPD RIJCOSX def2/J DEFGRID3
* xyz 0 1
S -0.846 1.640 -0.215
C -0.653 0.120 0.167
S -1.910 -1.030 0.031
C 0.641 -0.497 0.551
C 1.767 0.428 0.896
S 1.859 -0.511 -0.641
H -0.949 -2.080 -0.147
H 0.592 -1.440 1.256
H 1.556 1.571 0.972
H 2.631 0.072 1.419
*
```

These are the Mulliken partial charges, in e, on atoms 1 to 5:
1 S -0.295
2 C 0.496
3 S -0.212
4 C -0.283
5 C -0.717

=====

Entry from OMol25: one molecule with the formula C6H9N (the ωB97M-V functional and the def2-TZVPD basis).

SMILES string   CC1=CN=C[C@@H]1C
LUMO energy   0.59 eV
E_HOMO   -8.13 eV
Relative energy (zero: lowest compared OMol25 entry of this formula, charge and spin)   2.779 eV
Orbital gap   8.71 eV

The geometry in ORCA input format:
```
! wB97M-V def2-TZVPD RIJCOSX def2/J DEFGRID3
* xyz 0 1
C 1.516 -0.731 1.183
C 0.343 -0.481 0.320
C -0.659 -1.337 0.072
N -1.898 -0.726 -0.231
C -1.670 0.490 0.091
C -0.219 0.888 -0.022
C 0.077 0.974 -1.554
H 1.325 -0.227 2.144
H 2.463 -0.343 0.801
H 1.595 -1.803 1.384
H -0.751 -2.379 0.328
H -2.467 0.989 0.621
H 0.070 1.764 0.574
H 1.177 0.999 -1.724
H -0.337 1.836 -2.073
H -0.567 0.086 -1.916
*
```

These are the Mulliken partial charges, in e, on atoms 1 to 5:
1 C -1.220
2 C 0.408
3 C -0.555
4 N -0.556
5 C -0.272

=====

Entry from OMol25: one molecule with the formula C9H14N2O7 (the ωB97M-V functional and the def2-TZVPD basis).

SMILES string   N[C@@H](CCC(=O)O)C(=O)N[C@@H](CC(=O)O)C(=O)O
LUMO energy   0.13 eV
E_HOMO   -9.85 eV
Relative energy (zero: lowest compared OMol25 entry of this formula, charge and spin)   1.379 eV
Orbital gap   9.98 eV

The geometry in ORCA input format:
```
! wB97M-V def2-TZVPD RIJCOSX def2/J DEFGRID3
* xyz 0 1
N 2.165 1.316 0.854
C 1.432 0.604 -0.080
C 2.151 -0.736 -0.414
C 3.594 -0.616 -0.927
C 4.729 -0.550 0.119
O 5.665 -1.311 -0.008
O 4.619 0.332 1.115
C -0.064 0.526 0.336
O -0.522 0.781 1.432
N -0.892 0.305 -0.727
C -2.305 0.116 -0.606
C -2.560 -1.107 0.258
C -4.020 -1.525 0.220
O -4.706 -1.258 -0.700
O -4.467 -2.217 1.238
C -3.039 1.389 -0.083
O -3.915 1.449 0.683
O -2.602 2.488 -0.705
H 1.827 1.179 1.786
H 2.047 2.317 0.803
H 1.422 1.206 -1.007
H 2.094 -1.287 0.487
H 1.587 -1.205 -1.233
H 3.879 0.146 -1.718
H 3.936 -1.524 -1.360
H 3.721 0.730 1.089
H -0.401 0.056 -1.603
H -2.664 0.017 -1.588
H -1.973 -2.014 -0.013
H -2.375 -0.817 1.328
H -5.456 -2.095 1.160
H -2.905 3.305 -0.138
*
```

These are the Mulliken partial charges, in e, on atoms 1 to 5:
1 N -0.575
2 C -0.165
3 C -0.637
4 C -0.802
5 C 0.542

=====

Entry from OMol25: a 2-piece molecular cluster, C10H19BrNO3S overall (the ωB97M-V functional and the def2-TZVPD basis).

LUMO energy   -4.96 eV
E_HOMO   -12.56 eV
Orbital gap   7.59 eV

The geometry in ORCA input format:
```
! wB97M-V def2-TZVPD RIJCOSX def2/J DEFGRID3
* xyz 1 1
Br -1.708 -2.440 -0.970
C -0.701 -0.726 -0.770
C -1.654 0.624 -0.666
C -2.823 0.728 -1.793
C -4.362 0.610 -1.285
C -4.755 0.526 0.296
S -4.799 -1.328 0.609
C -5.329 -1.719 -1.185
N -5.047 -0.591 -1.931
H -0.055 -0.756 0.225
H -0.016 -0.606 -1.716
H -0.912 1.540 -0.858
H -1.990 0.717 0.448
H -2.713 1.782 -2.341
H -2.671 -0.090 -2.649
H -4.844 1.612 -1.667
H -4.254 1.242 1.077
H -5.920 0.784 0.278
H -5.834 -2.722 -1.570
H -5.311 -0.602 -2.945
C 5.353 2.226 1.436
C 5.426 1.095 2.448
O 4.244 0.285 2.398
C 4.174 -0.585 1.362
O 5.015 -0.737 0.490
O 2.987 -1.240 1.441
C 2.741 -2.119 0.346
H 4.435 2.805 1.572
H 6.214 2.893 1.539
H 5.338 1.842 0.411
H 5.479 1.518 3.458
H 6.323 0.482 2.308
H 3.569 -2.820 0.203
H 2.565 -1.537 -0.565
H 1.838 -2.694 0.568
*
```

These are the Mulliken partial charges, in e, on atoms 1 to 5:
1 Br -0.157
2 C -0.595
3 C -0.538
4 C -0.651
5 C -0.004

=====

Entry from OMol25: a 13-piece molecular cluster, C16H55N23O13 overall (the ωB97M-V functional and the def2-TZVPD basis).

LUMO energy   0.23 eV
E_HOMO   -9.48 eV
Orbital gap   9.71 eV

The geometry in ORCA input format:
```
! wB97M-V def2-TZVPD RIJCOSX def2/J DEFGRID3
* xyz 0 1
C 2.697 -1.580 -3.690
O 1.748 -1.906 -4.354
N 4.013 -1.844 -4.052
N 2.548 -0.975 -2.402
H 4.091 -2.171 -4.997
H 4.845 -1.516 -3.570
H 1.574 -0.869 -2.150
H 3.331 -0.562 -1.901
C -2.838 -2.462 2.991
O -1.860 -1.988 3.680
N -3.887 -1.692 2.619
N -2.930 -3.832 2.805
H -3.784 -0.671 2.666
H -4.548 -1.903 1.830
H -3.902 -4.079 2.691
H -2.300 -4.410 3.338
C -2.258 1.692 3.062
O -2.977 1.130 2.233
N -1.785 1.029 4.212
N -1.886 3.024 2.911
H -0.884 1.271 4.640
H -2.050 0.049 4.229
H -2.348 3.578 2.189
H -1.404 3.483 3.657
C 4.456 1.546 -0.426
O 4.773 0.495 -1.024
N 3.145 1.698 -0.071
N 5.380 2.570 -0.234
H 2.680 2.620 -0.029
H 2.617 0.871 -0.252
H 5.104 3.522 0.018
H 6.223 2.500 -0.789
C 3.529 -2.711 1.312
O 3.170 -3.203 2.395
N 3.343 -1.428 0.904
N 3.943 -3.509 0.286
H 3.727 -1.044 0.042
H 3.085 -0.739 1.587
H 3.578 -3.177 -0.598
H 3.786 -4.515 0.418
C 2.216 2.917 2.792
O 2.571 3.672 1.874
N 1.147 2.124 2.717
N 2.931 2.791 4.028
H 0.782 1.509 3.427
H 0.667 2.495 1.926
H 3.806 3.237 4.055
H 2.648 2.042 4.622
C 1.604 -0.659 4.293
O 0.936 0.249 4.852
N 2.922 -0.464 3.926
N 1.046 -1.882 4.185
H 3.494 -1.291 3.795
H 3.434 0.355 4.219
H 1.436 -2.485 3.492
H 0.029 -2.055 4.260
C -1.619 -1.204 -3.618
O -2.636 -0.761 -3.118
N -0.658 -0.219 -4.040
N -1.334 -2.507 -3.954
H 0.334 -0.430 -4.051
H -0.897 0.636 -3.587
H -0.334 -2.610 -4.036
H -1.798 -3.178 -3.333
C -4.916 -1.247 -0.596
O -5.352 -1.937 0.359
N -5.146 -1.501 -1.871
N -4.151 -0.120 -0.374
H -5.622 -2.358 -1.926
H -4.486 -1.324 -2.595
H -3.474 0.161 -1.031
H -3.925 0.069 0.584
C 2.555 3.954 -2.358
O 3.179 4.125 -1.348
N 1.632 3.054 -2.620
N 2.726 4.729 -3.407
H 1.560 2.254 -2.015
H 1.000 3.103 -3.360
H 3.299 5.532 -3.195
H 2.211 4.612 -4.255
O -1.742 -5.124 -2.256
C -1.132 -4.817 -1.241
N -1.766 -4.653 -0.043
C 0.380 -4.539 -1.203
H -1.335 -4.273 0.763
H -2.766 -4.788 -0.080
H 0.687 -3.856 -0.384
H 0.649 -4.024 -2.108
H 0.859 -5.510 -1.052
O -3.086 3.871 -0.479
C -3.687 3.901 -1.541
N -4.562 2.912 -1.924
C -3.597 5.101 -2.493
H -5.142 3.021 -2.755
H -4.650 2.049 -1.418
H -2.907 4.788 -3.254
H -3.204 5.912 -1.864
H -4.580 5.333 -2.912
O 0.499 0.210 -1.067
C -0.463 0.290 -0.281
N -1.168 1.356 -0.057
C -0.910 -0.905 0.503
H -0.949 2.229 -0.495
H -1.895 1.359 0.647
H -1.854 -1.241 0.091
H -1.111 -0.633 1.524
H -0.126 -1.653 0.483
*
```

These are the Mulliken partial charges, in e, on atoms 1 to 5:
1 C 0.395
2 O -0.705
3 N -0.408
4 N 0.263
5 H 0.249

=====

Number 1: maximum force 4.080 eV/Å. Number 2: maximum force 1.498 eV/Å. Number 3: maximum force 4.652 eV/Å. Number 4: maximum force 4.366 eV/Å. Number 5: maximum force 2.329 eV/Å. Number 6: maximum force 3.315 eV/Å. Number 7: maximum force 4.110 eV/Å. Number 8: maximum force 4.545 eV/Å.